2 unconnected molecules or ions with the total composition C2H6N2O, computed with ωB97M-V/def2-TZVPD.

CARTESIAN COORDINATES (ANGSTROEM)
C1 -0.29508 0.63359 1.10288
N1 -0.19920 1.90276 0.42554
C2 -0.41874 2.50771 -0.54281
O1 -0.55312 3.30812 -1.40829
H1 -1.05658 0.01944 0.61976
H2 0.64140 0.18886 0.90750
H3 -0.58591 0.66145 2.17810
N2 0.52413 -1.21983 -1.37673
H4 0.72396 -2.19980 -1.40790
H5 -0.01601 -0.90817 -2.16159
H6 0.00169 -1.05459 -0.52164

structure (SMILES)	CN=C=O.N
E_tot	-264.53994	hartree
LUMO level	0.6120	eV
Kohn-Sham gap	0.4008	hartree
energy relative to the best compared isomer or geometry (same formula, charge and spin)	124.4	kJ/mol